[1]
Computed, not measured: a 2-piece molecular cluster, C4H12N2O overall, with ωB97M-V with the def2-TZVPD basis set.

Geometry (Å):
H  -2.40810  -0.83881  0.94614
N  -2.19806  0.05781  0.50510
C  -1.27756  -0.17092  -0.35921
N  -0.27017  0.71139  -0.69370
C  0.81926  0.71998  0.32862
C  1.76557  -0.50206  0.17159
C  2.53046  -0.75035  1.49901
H  -1.10919  -1.21825  -0.65389
H  -0.44468  1.67099  -0.94335
H  0.39706  1.10829  1.25072
H  1.55217  1.49028  0.03004
H  1.25876  -1.41892  -0.12967
H  2.44191  -0.26022  -0.64035
H  3.38363  -1.40212  1.25913
H  2.93300  0.18164  1.90210
H  1.92165  -1.38166  2.12609
O  -3.88783  0.40629  -2.43534
H  -3.42350  1.21149  -2.68602
H  -3.98439  0.38516  -1.47699

charge = 0
E_LUMO = 0.0349 Eh
HOMO-LUMO gap = 10.30 eV

[2]
Computed, not measured: C20H23AsCrIN5S4 as an isolated structure, with ωB97M-V with the def2-TZVPD basis set.

Geometry (Å):
Cr  -0.12217  -0.19432  0.18411
S  -0.11149  -2.63185  -2.29279
As  1.64346  -1.47890  -1.74044
S  0.97740  0.62371  -1.74593
S  1.75041  -1.61646  0.46971
S  3.40491  -1.90106  -2.78828
C  -2.57347  3.40309  3.93956
C  -2.96669  2.26419  3.18799
C  -2.06499  1.61534  2.39657
C  -0.70073  2.03596  2.29691
C  0.26018  1.35530  1.46434
C  1.55636  1.81977  1.48564
C  1.94620  2.92875  2.28262
C  1.03660  3.58935  3.05232
C  -0.31448  3.15877  3.07964
C  -1.28158  3.83289  3.87987
H  -3.29599  3.92555  4.55678
H  -3.99003  1.90956  3.24139
H  -2.37684  0.74724  1.83214
H  2.29755  1.33729  0.86574
H  2.97949  3.25839  2.25828
H  1.32561  4.44925  3.64826
H  -0.96208  4.69740  4.45548
I  -4.30017  3.67431  -2.29972
C  -3.37887  2.00810  -1.54368
C  -3.84313  0.70733  -1.58131
N  -2.93306  -0.04038  -0.96264
N  -1.90342  0.68579  -0.53858
C  -2.14836  1.93748  -0.87996
H  -4.74331  0.28134  -1.99712
H  -2.88203  -1.04257  -0.76846
H  -1.43728  2.71536  -0.64413
C  -2.21974  -5.06366  0.07703
C  -2.69554  -3.81211  -0.62158
N  -1.97752  -2.63855  -0.12389
C  -1.66362  -2.53720  1.23365
N  -1.11290  -1.43048  1.62450
C  -0.64547  -1.31669  3.01158
C  -0.28304  -2.65903  3.59086
C  -1.47103  -3.57970  3.44204
N  -1.87844  -3.61857  2.03519
C  -2.46157  -4.87501  1.55518
H  -1.15085  -5.19062  -0.11503
H  -2.74844  -5.95142  -0.27729
H  -3.77251  -3.69030  -0.46791
H  -2.51276  -3.84625  -1.69388
H  -1.12909  -2.49191  -0.72231
H  -1.43078  -0.84836  3.60961
H  0.20391  -0.64508  3.03442
H  0.00163  -2.56676  4.63934
H  0.56222  -3.07047  3.03249
H  -2.29933  -3.26161  4.08138
H  -1.21367  -4.59723  3.72965
H  -3.53545  -4.91010  1.76670
H  -2.00023  -5.67804  2.12591

charge = -1
spin multiplicity = 4
expectation value of S² = 3.83
E_LUMO (spin up / spin down) = 0.0735 / 0.0735 Eh
HOMO-LUMO gap (spin up / spin down) = 6.24 / 6.27 eV

[3]
Computed, not measured: C27H35ClIrN4P2 as an isolated structure, with ωB97M-V with the def2-TZVPD basis set.

Geometry (Å):
Ir  0.14230  -0.37773  -0.59027
C  2.18682  -1.16007  -1.83541
C  1.90150  0.19572  -1.46252
C  1.60734  1.23669  -2.50795
C  0.34862  0.80665  -3.28557
C  -0.57468  -0.01789  -2.45984
C  -0.56020  -1.45378  -2.11679
C  0.30957  -2.37702  -2.90915
C  1.76031  -1.87623  -3.05719
C  -1.35623  -0.76707  1.00416
H  3.13057  -1.49433  -1.40466
H  2.75931  0.56925  -0.86945
H  2.46081  1.37152  -3.18408
H  1.45330  2.20816  -2.02226
H  -0.16669  1.72769  -3.58981
H  0.61952  0.29389  -4.20692
H  -1.56354  0.40666  -2.49219
H  -1.56096  -1.86053  -1.94668
H  -0.16873  -2.56285  -3.88286
H  0.33407  -3.34726  -2.40256
H  2.41653  -2.75105  -3.23170
H  1.85091  -1.26964  -3.96932
H  -0.99813  -1.66862  1.53537
H  -2.39604  -1.03218  0.71258
H  -1.46945  0.01607  1.79470
P  -1.11468  1.51597  0.12337
P  1.65154  -0.25624  1.14646
N  -2.87196  1.45903  -1.10622
N  -2.19870  2.14658  1.39850
N  2.50803  -1.99176  0.95642
N  1.68167  -0.54407  2.84046
C  0.43691  2.44346  0.51084
C  1.62097  1.65958  1.12131
C  -3.50326  0.24933  -1.35662
C  -4.39305  0.38036  -2.43021
C  -4.37894  1.75358  -2.79591
C  -3.46285  2.39368  -1.93746
C  -3.49074  1.61608  1.59823
C  -4.33679  2.62920  1.99445
C  -3.57541  3.85085  2.03505
C  -2.28662  3.53994  1.64233
C  1.97164  -3.06608  0.12549
C  2.89836  -4.19145  0.21245
C  3.94821  -3.75114  0.97004
C  3.70677  -2.40656  1.37826
C  2.85237  -0.25348  3.58265
C  2.51697  -0.23281  4.92013
C  1.10144  -0.50135  5.01372
C  0.61344  -0.67614  3.72891
H  0.17285  3.26735  1.16954
H  0.73365  2.91141  -0.44526
H  2.52714  1.91987  0.56692
H  1.75894  1.92392  2.16747
H  -3.27037  -0.65952  -0.82214
H  -4.95292  -0.44079  -2.87057
H  -4.95115  2.21749  -3.59218
H  -3.19366  3.44076  -1.88816
H  -3.67014  0.55529  1.47105
H  -5.39623  2.52514  2.20072
H  -3.92744  4.83237  2.31935
H  -1.41848  4.16945  1.54685
H  1.82766  -2.74217  -0.91325
H  2.67303  -5.14113  -0.25841
H  4.81747  -4.32070  1.23346
H  4.36394  -1.80356  1.97829
H  3.79185  -0.11636  3.06841
H  3.20034  -0.04308  5.73189
H  0.51713  -0.53118  5.91814
H  -0.36422  -0.93312  3.35210
Cl  0.39842  -3.61407  0.77351

charge = +2
spin multiplicity = 6
expectation value of S² = 8.78
E_LUMO (spin up / spin down) = -0.2508 / -0.3256 Eh
HOMO-LUMO gap (spin up / spin down) = 5.38 / 4.53 eV

[4]
Computed, not measured: C41H54As3BrF5N7SeY as an isolated structure, with ωB97M-V with the def2-TZVPD basis set.

Geometry (Å):
Y  -0.86930  0.01440  -0.12560
C  -1.65100  4.61930  -2.02270
As  -2.04570  2.67580  -1.89970
C  -3.97450  2.87600  -1.55470
C  -2.10840  2.58890  -3.88680
C  -2.24860  1.26530  -4.63650
C  -2.63650  1.62300  -6.08780
C  -0.91850  0.51690  -4.70990
As  0.17550  0.20660  -3.06890
C  1.27280  1.83430  -3.02360
C  1.48950  -0.84270  -4.08560
C  -3.38170  0.39560  -4.08020
As  -3.16640  -0.66650  -2.38890
C  -2.91850  -2.41440  -3.27130
C  -5.11400  -0.96200  -2.21360
H  -2.36710  5.08200  -2.70440
H  -0.64400  4.77240  -2.41560
H  -1.71720  5.12230  -1.06060
H  -4.47230  3.34480  -2.40390
H  -4.13940  3.50150  -0.67790
H  -4.43490  1.90820  -1.35920
H  -1.19250  3.08190  -4.23680
H  -2.94950  3.23480  -4.16660
H  -1.94420  2.35260  -6.50200
H  -3.63740  2.04660  -6.12550
H  -2.61820  0.73640  -6.71830
H  -0.25810  1.04320  -5.41020
H  -1.09600  -0.48550  -5.12660
H  1.58050  2.13330  -4.02770
H  2.16730  1.61870  -2.43370
H  0.75500  2.66890  -2.54480
H  1.71550  -0.33740  -5.02800
H  1.09910  -1.83880  -4.30080
H  2.41110  -0.95640  -3.51590
H  -3.65650  -0.34490  -4.84480
H  -4.25520  1.03960  -3.91960
H  -1.96860  -2.47540  -3.80420
H  -3.73410  -2.57490  -3.97910
H  -2.96650  -3.19960  -2.51470
H  -5.64120  -0.08450  -1.84170
H  -5.30190  -1.78800  -1.52590
H  -5.51660  -1.22910  -3.19290
N  2.36330  -6.07760  -1.94460
C  1.92120  -4.81240  -1.81870
C  2.77910  -3.77550  -1.42050
C  2.29310  -2.49420  -1.31760
N  1.02080  -2.15980  -1.53720
C  0.20660  -3.14670  -1.91060
C  0.58970  -4.45620  -2.08330
H  3.31970  -6.29270  -1.73120
H  1.75720  -6.83210  -2.21050
H  3.81060  -3.99220  -1.19540
H  2.95490  -1.68360  -1.03910
H  -0.82210  -2.84640  -2.06410
H  -0.12040  -5.20380  -2.40400
Br  -4.21420  -0.14520  0.96700
C  -3.55990  -1.90160  1.32100
C  -3.96050  -2.55910  2.46730
C  -3.41820  -3.81520  2.69790
C  -2.53850  -4.34280  1.76490
C  -2.23170  -3.59560  0.63960
N  -2.71940  -2.37620  0.41530
H  -4.65780  -2.10220  3.15070
H  -3.68520  -4.36340  3.58750
H  -2.08990  -5.31380  1.90090
H  -1.54980  -3.98180  -0.10500
F  3.64110  -4.66640  3.17810
C  3.20810  -3.51260  2.66820
C  4.02000  -2.37680  2.67780
F  5.24690  -2.45700  3.19360
C  3.55890  -1.19870  2.11340
F  4.34330  -0.11960  2.08030
C  2.30270  -1.09460  1.49900
Se  1.87660  0.49570  0.59590
C  1.52760  -2.25090  1.51540
F  0.30790  -2.28570  0.88740
C  1.95230  -3.43620  2.08770
F  1.16170  -4.51770  2.02920
C  -1.12050  -0.41550  2.06910
C  -0.69310  -0.84400  3.12650
C  -0.07250  -1.34420  4.30920
C  0.15200  -2.71580  4.46030
C  0.90330  -3.19180  5.51890
C  1.43130  -2.31480  6.45160
C  1.18870  -0.95700  6.32550
C  0.44200  -0.47010  5.26990
H  -0.26040  -3.40850  3.74020
H  1.08420  -4.25150  5.61750
H  2.02420  -2.68400  7.27530
H  1.59000  -0.26410  7.04960
H  0.27280  0.59400  5.19170
C  -0.10180  2.39410  3.11560
N  -0.62650  2.53250  1.73890
C  0.08950  3.67370  1.14290
N  -0.09690  4.90240  1.89520
C  0.40800  4.69930  3.25450
N  -0.28080  3.59510  3.90630
C  -1.70130  3.90900  3.97180
N  -2.25640  4.10810  2.63450
C  -2.05160  2.89190  1.87220
C  -1.52390  5.19090  1.98840
H  0.96450  2.15400  3.06050
H  -0.64140  1.57750  3.59610
H  -0.27350  3.82280  0.11740
H  1.16000  3.43460  1.10870
H  0.24830  5.61370  3.83210
H  1.47730  4.47700  3.21470
H  -1.84330  4.82170  4.55540
H  -2.23140  3.08300  4.45480
H  -2.47500  3.02880  0.86450
H  -2.58090  2.07560  2.37890
H  -1.66440  6.10940  2.56240
H  -1.93510  5.33240  0.98310

charge = +1
E_LUMO = -0.0805 Eh
HOMO-LUMO gap = 7.41 eV

[5]
Computed, not measured: a 2-piece molecular cluster, C2HFIN overall, with ωB97M-V with the def2-TZVPD basis set.

Geometry (Å):
C  -0.13647  0.56897  0.89092
C  -0.28107  -0.28555  -0.18494
N  -0.13636  1.33927  1.75930
F  -1.18973  0.05258  -1.03650
I  0.13630  -2.31189  -0.24853
H  1.60733  0.63661  -1.18025

charge = 0
E_LUMO (spin up / spin down) = -0.0363 / -0.0557 Eh
HOMO-LUMO gap (spin up / spin down) = 8.19 / 9.07 eV

[6]
Computed, not measured: a 2-piece molecular cluster, C2H8NO overall, with ωB97M-V with the def2-TZVPD basis set.

Geometry (Å):
O  -0.01831  1.99201  -1.54845
H  -0.40036  0.39704  -0.36360
H  -0.17332  2.93569  -1.70255
H  0.84542  1.72911  -1.87270
C  1.01777  -0.76996  0.65713
C  -1.42044  -0.95255  0.62674
N  -0.33176  -0.40802  0.26280
H  1.49218  -0.09018  1.37039
H  1.01124  -1.69816  1.22681
H  1.67723  -0.81823  -0.20160
H  -2.32107  -0.63479  0.11849
H  -1.37858  -1.68196  1.42654

charge = +1
E_LUMO = -0.1863 Eh
HOMO-LUMO gap = 11.01 eV

Per-record energy above the lowest of the compared OMol25 structures with the same formula, charge and spin, kcal per mole: 58.9, 10.7, 102.9, 27.0, 90.2, 19.5
Per-record E, eV: -9368.6383, -169270.6856, -68438.9617, -386352.7292, -14393.1855, -5734.0368
Per-record strongest force on any atom, eV Å⁻¹: 2.38, 1.80, 5.48, 1.18, 1.99, 1.51